Entry from OMol25: the molecule C25H34N4OS in a non-equilibrium geometry (the ωB97M-V functional and the def2-TZVPD basis).

The value obtained for the frontier orbital gap is 8.95 eV. The LUMO energy is 0.67 eV. The molar mass comes out at 438.641 g mol⁻¹. The calculation puts the energy above the lowest of the compared OMol25 structures with the same formula, charge and spin at 0.0198 eV. As for the structure (SMILES): CCCCSc1nnc(CNC(=O)[C@]23C[C@H]4C[C@H](C[C@H](C4)C2)C3)n1Cc1ccccc1. As for the energy: -1665.5546 hartree.

XYZ file:
```
65
Properties=species:S:1:pos:R:3:mulliken_charge:R:1
C 3.62136 4.06145 3.44251 -1.27
C 4.60969 3.06691 2.84692 -0.42
C 3.97147 1.69264 2.65571 -0.52
C 4.96167 0.71335 2.05141 -0.77
S 4.26128 -0.96087 1.89902 -0.17
C 3.24729 -0.71454 0.51603 0.34
N 3.07483 0.40737 -0.12938 -0.40
N 2.26020 0.14868 -1.16484 -0.80
C 1.94431 -1.11627 -1.14120 0.89
C 1.05264 -1.75905 -2.14919 -0.95
N -0.09584 -0.91848 -2.40062 -0.03
C -1.30370 -1.20327 -1.85528 -1.33
O -1.52021 -2.26491 -1.30352 -0.76
C -2.35853 -0.11198 -2.01826 2.29
C -2.52481 0.27996 -3.49161 -1.12
C -3.59552 1.36513 -3.61230 0.43
C -4.92742 0.83775 -3.08239 -1.48
C -4.76654 0.44916 -1.61382 0.47
C -4.35005 1.67516 -0.80300 -1.47
C -3.01795 2.20185 -1.33375 0.45
C -3.17154 2.59060 -2.80361 -1.41
C -1.94582 1.12022 -1.20004 -1.27
C -3.69803 -0.63281 -1.48737 -1.65
N 2.55004 -1.73055 -0.07897 0.37
C 2.44593 -3.08645 0.40615 -1.84
C 1.54028 -3.15032 1.61400 0.71
C 2.07337 -3.36757 2.87715 -0.37
C 1.24882 -3.39226 3.98817 -0.74
C -0.11390 -3.19531 3.84573 -0.39
C -0.64932 -2.97773 2.58772 -0.76
C 0.17154 -2.95494 1.47389 -0.07
H 3.27255 3.71838 4.41421 0.32
H 2.75936 4.17566 2.78963 0.32
H 4.08904 5.03489 3.56946 0.38
H 5.47785 2.97685 3.50473 0.30
H 4.95944 3.43540 1.88055 0.34
H 3.62197 1.31118 3.61828 0.30
H 3.11390 1.77928 1.98642 0.35
H 5.26036 1.02099 1.05058 0.35
H 5.84150 0.59175 2.68401 0.53
H 0.67616 -2.72047 -1.79234 0.45
H 1.60225 -1.90938 -3.08633 0.19
H 0.12087 0.02533 -2.67906 0.40
H -1.58439 0.65348 -3.90249 0.41
H -2.81696 -0.59886 -4.07126 0.45
H -3.70559 1.64373 -4.66668 0.27
H -5.24154 -0.03129 -3.66483 0.47
H -5.69780 1.60559 -3.18382 0.51
H -5.71804 0.06359 -1.23132 0.26
H -4.25055 1.40767 0.25130 0.50
H -5.11420 2.45192 -0.88119 0.51
H -2.71361 3.08035 -0.75363 0.27
H -3.92289 3.37724 -2.90203 0.51
H -2.22611 2.98229 -3.18662 0.49
H -1.82955 0.83821 -0.15055 0.54
H -0.98596 1.51217 -1.54549 0.43
H -3.58084 -0.93152 -0.44415 0.47
H -3.98869 -1.52207 -2.04994 0.44
H 3.45171 -3.42659 0.67276 0.63
H 2.05845 -3.71091 -0.40241 0.47
H 3.13742 -3.51435 2.99084 0.43
H 1.67346 -3.56310 4.96631 0.38
H -0.75713 -3.21263 4.71327 0.39
H -1.71146 -2.82733 2.46614 0.46
H -0.26652 -2.79037 0.50039 0.52
```

---

Entry from OMol25: a structure of composition C25H35GaN5O2PSb2Se2 in a non-equilibrium geometry (the ωB97M-V functional and the def2-TZVPD basis).

The value obtained for the frontier orbital gap is 7.55 eV. The LUMO energy is -5.86 eV. The molar mass comes out at 939.725 g mol⁻¹. The calculation puts the energy above the lowest of the compared OMol25 structures with the same formula, charge and spin at 0.0000 eV. As for the energy: -8946.8225 hartree. Its charge is +2.

XYZ file:
```
73
Properties=species:S:1:pos:R:3:mulliken_charge:R:1
Ga 0.20725 -0.21064 0.39718 0.23
C 1.06013 2.90453 2.83574 -1.23
Sb 1.62999 0.85091 2.39386 0.99
C 1.72314 -0.05618 4.25520 -1.47
C 3.69196 0.89735 2.05756 -1.51
C 4.33318 -0.40955 1.73397 0.70
C 4.73222 -1.22133 2.81819 -0.64
C 5.38622 -2.41609 2.64022 -0.79
C 5.63323 -2.88395 1.35527 -0.80
C 5.24703 -2.11027 0.27763 -0.82
C 4.55193 -0.87696 0.42180 0.93
C 4.19639 -0.11098 -0.77506 -1.13
Sb 2.15657 -0.43115 -1.40665 0.99
C 2.11856 -2.38583 -2.23438 -1.19
C 1.91756 0.82428 -3.13746 -1.07
H 1.56340 3.66839 2.26375 0.46
H 1.21070 3.19267 3.86189 0.46
H -0.01564 3.00129 2.65533 0.26
H 2.60216 0.23310 4.85026 0.52
H 1.83891 -1.13178 4.14907 0.45
H 0.81580 0.10377 4.84705 0.41
H 4.14842 1.32244 2.96208 0.63
H 3.84560 1.75553 1.35700 0.57
H 4.57451 -0.87501 3.83837 0.34
H 5.67443 -2.96190 3.54149 0.42
H 6.14841 -3.79704 1.22468 0.49
H 5.48530 -2.47480 -0.69564 0.47
H 4.74498 -0.44288 -1.68207 0.67
H 4.31396 0.94801 -0.53344 0.50
H 2.80345 -2.44894 -3.13548 0.40
H 1.13158 -2.65679 -2.57576 0.37
H 2.54643 -3.04528 -1.43771 0.38
H 2.84133 1.35164 -3.35155 0.55
H 1.10314 1.53013 -2.92208 0.10
H 1.75665 0.17254 -4.00625 0.40
N -2.04443 1.06952 3.30278 -0.34
N -2.70092 -0.15446 3.20341 -0.17
C -2.05144 -1.33611 3.07805 0.50
N -2.75025 -2.48181 3.21016 -0.40
N -0.79105 -1.27561 2.63753 0.00
N -0.08410 -2.36132 2.31311 0.49
O 0.81985 -2.09791 1.45559 -0.50
O -0.28758 -3.46759 2.75478 -0.67
H -2.22542 1.46207 4.20832 0.27
H -2.30723 1.66727 2.56015 0.19
H -3.67105 -0.14615 3.48606 0.19
H -3.73358 -2.38620 3.46881 0.20
H -2.25033 -3.32008 3.42855 0.24
Se -0.96844 2.04922 -0.24277 -0.26
P -2.19821 0.63202 -1.35776 -0.05
Se -1.82318 -1.33444 -0.50612 -0.31
C -1.77194 0.70102 -3.10629 1.35
C -1.48330 1.92735 -3.66265 -0.73
C -1.32857 1.98974 -5.03100 -0.72
C -1.51211 0.84034 -5.76981 -0.48
C -1.83479 -0.40523 -5.20091 -0.77
C -1.95884 -0.46811 -3.83737 -0.56
C -3.96495 1.00574 -1.26774 1.09
C -4.36189 2.33561 -1.07663 -0.43
C -5.71519 2.67653 -1.14418 -0.79
C -6.60582 1.64104 -1.37542 -0.38
C -6.21618 0.33155 -1.58762 -0.72
C -4.87355 0.01550 -1.55508 -0.45
H -1.28817 2.76208 -3.04518 0.54
H -1.08610 2.88655 -5.55926 0.47
H -1.43570 0.90822 -6.84625 0.42
H -2.03584 -1.24596 -5.85762 0.46
H -2.27900 -1.38912 -3.34281 0.38
H -3.63271 3.07984 -0.86672 0.37
H -6.09669 3.67292 -0.97345 0.45
H -7.65461 1.91069 -1.40117 0.39
H -6.92798 -0.46948 -1.78053 0.42
H -4.58759 -1.03442 -1.55702 0.31
```

---

> The lowest molar mass belongs to which entry?

C25H34N4OS